--- w ---
The following is a DFT calculation (the ωB97M-V functional and the def2-TZVPD basis) of 2 unconnected molecules or ions with the total composition C5H8O2S.

Summary:
Gap between HOMO and LUMO, eV: 9.673
E_HOMO, eV: -9.0
LUMO level, eV: 0.71

Structure (XYZ):
```
16
C5H8O2S (the ωB97M-V functional and the def2-TZVPD basis)
S -1.45 -1.62 0.40
C -2.04 -0.08 -0.15
C -1.76 1.13 -0.45
C -3.25 0.83 -0.46
H -1.05 -2.00 -0.84
H -1.25 2.05 -0.48
H -4.06 1.06 0.25
H -3.80 0.43 -1.34
C 2.66 0.82 0.51
O 2.19 -0.45 1.03
C 1.89 -1.50 0.27
O 2.04 -1.44 -0.90
H 2.62 0.73 -0.55
H 3.77 0.86 0.97
H 2.08 1.56 0.94
H 1.42 -2.37 0.80
```

---

--- x ---
The following is a DFT calculation (the ωB97M-V functional and the def2-TZVPD basis) of a single C5H8O2S molecule.

Summary:
Gap between HOMO and LUMO, eV: 9.471
E_HOMO, eV: -8.7
LUMO level, eV: 0.76

Structure (XYZ):
```
16
C5H8O2S (the ωB97M-V functional and the def2-TZVPD basis)
O -1.54 -1.47 -0.64
C -1.29 -0.45 0.32
C -0.89 0.99 -0.16
C 0.42 0.87 0.62
O 1.57 1.00 -0.14
C 1.85 -0.21 -0.80
S 1.39 -1.59 0.30
C 0.10 -0.57 1.00
H -2.28 -1.12 -1.18
H -2.05 -0.39 1.07
H -1.58 1.81 0.06
H -0.66 0.98 -1.24
H 0.50 1.52 1.49
H 1.43 -0.21 -1.81
H 2.99 -0.26 -0.91
H 0.05 -0.91 2.03
```

---

--- y ---
The following is a DFT calculation (the ωB97M-V functional and the def2-TZVPD basis) of 2 unconnected molecules or ions with the total composition C5H8O2S.

Summary:
Gap between HOMO and LUMO (alpha / beta), eV: 8.720 / 5.039
E_HOMO (alpha / beta), eV: -8.8 / -7.7
LUMO level (alpha / beta), eV: -0.07 / -2.70

Structure (XYZ):
```
16
C5H8O2S (the ωB97M-V functional and the def2-TZVPD basis)
C -3.19 2.41 -0.51
C -2.15 1.97 -1.00
C 1.43 0.04 0.12
C 1.76 0.61 1.46
C -0.33 -2.00 -0.98
O -1.14 1.43 -1.39
O 1.36 -2.37 1.11
S 1.37 -1.76 -0.22
H -4.11 2.75 -0.03
H 1.65 0.63 -0.76
H 1.39 -0.04 2.19
H 1.13 1.53 1.48
H 2.73 0.83 1.58
H -0.47 -3.03 -0.99
H -0.86 -1.49 -0.13
H -0.56 -1.51 -1.93
```

---

The least stable of them is y.

---

--- w ---
The following is a DFT calculation (the ωB97M-V functional and the def2-TZVPD basis) of a single H2N2O2S molecule.

Summary:
Gap between HOMO and LUMO (alpha / beta), eV: 8.154 / 7.750
E_HOMO (alpha / beta), eV: -8.9 / -8.8
LUMO level (alpha / beta), eV: -0.71 / -1.04

Structure (XYZ):
```
7
H2N2O2S (the ωB97M-V functional and the def2-TZVPD basis)
N 0.10 -0.24 -0.41
N 0.43 0.72 0.40
O -0.29 -2.69 -1.07
O -0.30 1.94 0.28
S 0.19 -1.87 0.07
H 0.49 0.34 1.37
H -0.61 1.78 -0.65
```

---

--- x ---
The following is a DFT calculation (the ωB97M-V functional and the def2-TZVPD basis) of a single H2N2O2S molecule.

Summary:
Gap between HOMO and LUMO, eV: 9.603
E_HOMO, eV: -9.8
LUMO level, eV: -0.24

Structure (XYZ):
```
7
H2N2O2S (the ωB97M-V functional and the def2-TZVPD basis)
N -0.20 -0.11 -0.51
S -2.00 -0.30 -0.15
N -2.07 1.05 0.92
O -1.08 1.29 1.60
O -3.12 1.57 0.97
H 0.04 -0.91 -1.08
H 0.31 -0.19 0.39
```

---

--- y ---
The following is a DFT calculation (the ωB97M-V functional and the def2-TZVPD basis) of a single H2N2O2S molecule.

Summary:
Gap between HOMO and LUMO, eV: 10.116
E_HOMO, eV: -10.2
LUMO level, eV: -0.11

Structure (XYZ):
```
7
H2N2O2S (the ωB97M-V functional and the def2-TZVPD basis)
N -1.52 0.70 -0.01
N 1.73 0.29 0.34
O 2.80 0.29 -0.24
O 0.77 -0.44 -0.29
S -0.84 -0.65 0.26
H -2.01 1.09 0.80
H -0.92 -1.28 -0.85
```

---

The least stable of them is y.

---

--- w ---
The following is a DFT calculation (the ωB97M-V functional and the def2-TZVPD basis) of a single C7H13N3O2 molecule.

Summary:
Gap between HOMO and LUMO, eV: 9.989
E_HOMO, eV: -9.3
LUMO level, eV: 0.65

Structure (XYZ):
```
25
C7H13N3O2 (the ωB97M-V functional and the def2-TZVPD basis)
C -1.48 2.21 0.74
C -1.22 0.95 1.13
C -2.36 -0.02 1.20
C 0.08 0.43 1.73
N 1.07 -0.13 1.20
C 1.19 -0.51 -0.20
C 1.43 -2.06 -0.16
C 2.41 0.27 -0.56
N -0.09 -0.21 -0.83
N -0.12 -0.30 -2.04
O 0.67 -0.65 -2.86
O -1.41 0.07 -2.48
H -0.66 3.00 0.65
H -2.48 2.57 0.32
H -2.74 -0.23 2.19
H -2.23 -1.04 0.96
H -3.05 0.33 0.51
H 0.02 0.73 2.78
H 1.83 -2.22 0.77
H 2.31 -2.12 -0.89
H 0.55 -2.59 -0.33
H 2.54 1.30 -0.10
H 2.53 0.36 -1.58
H 3.28 -0.25 -0.37
H -2.06 0.11 -1.77
```

---

--- x ---
The following is a DFT calculation (the ωB97M-V functional and the def2-TZVPD basis) of 2 unconnected molecules or ions with the total composition C7H13N3O2.

Summary:
Gap between HOMO and LUMO, eV: 8.844
E_HOMO, eV: -8.7
LUMO level, eV: 0.11

Structure (XYZ):
```
25
C7H13N3O2 (the ωB97M-V functional and the def2-TZVPD basis)
C 1.94 5.32 -1.99
C 1.81 4.08 -1.54
C 1.29 3.02 -2.39
O 0.91 3.24 -3.54
C 1.20 1.60 -1.89
O 1.48 1.48 -0.49
H 2.34 6.13 -1.37
H 1.59 5.55 -3.00
H 2.13 3.79 -0.54
H 0.18 1.24 -2.14
H 1.93 1.02 -2.51
H 1.37 0.56 -0.26
C -1.53 -1.62 -0.60
N -1.58 -1.71 0.68
N -1.16 -2.86 1.22
C -1.34 -3.18 2.53
N -1.27 -4.38 3.06
C -1.66 -4.40 4.46
H -1.36 -2.51 -1.24
H -1.73 -0.67 -1.09
H -0.59 -3.46 0.62
H -1.91 -2.37 3.04
H -2.30 -5.27 4.69
H -2.18 -3.49 4.79
H -0.77 -4.50 5.12
```

---

The least stable of them is w.

---

--- w ---
The following is a DFT calculation (the ωB97M-V functional and the def2-TZVPD basis) of a molecular structure, CH2BrCl2Pt.

Summary:
Gap between HOMO and LUMO (alpha / beta), eV: 7.677 / 5.571
E_HOMO (alpha / beta), eV: -14.6 / -14.5
LUMO level (alpha / beta), eV: -6.87 / -8.97
2S+1: 3
Total charge: +1
<S²>: 2.010

Structure (XYZ):
```
7
CH2BrCl2Pt (the ωB97M-V functional and the def2-TZVPD basis)
Pt 2.08 -2.36 0.79
Br 0.15 -1.77 0.56
C -0.49 0.71 -0.17
Cl 0.84 1.29 -1.24
Cl -1.76 1.94 -0.10
H -0.81 -0.24 -0.61
H -0.01 0.42 0.76
```

---

--- x ---
The following is a DFT calculation (the ωB97M-V functional and the def2-TZVPD basis) of a molecular structure, CH2BrCl2Pt.

Summary:
Gap between HOMO and LUMO (alpha / beta), eV: 5.367 / 3.570
E_HOMO (alpha / beta), eV: -13.6 / -13.5
LUMO level (alpha / beta), eV: -8.18 / -9.98
2S+1: 3
Total charge: +1
<S²>: 2.014

Structure (XYZ):
```
7
CH2BrCl2Pt (the ωB97M-V functional and the def2-TZVPD basis)
Pt 3.96 -0.96 -2.23
Br 1.50 -0.22 -2.08
C -1.07 0.34 0.75
Cl -2.31 -1.08 0.82
Cl -0.46 0.66 2.38
H -0.21 0.05 0.14
H -1.42 1.22 0.21
```

---

The least stable of them is w.

---

--- w ---
The following is a DFT calculation (the ωB97M-V functional and the def2-TZVPD basis) of 2 unconnected molecules or ions with the total composition C4H10.

Summary:
Gap between HOMO and LUMO, eV: 11.362
E_HOMO, eV: -10.2
LUMO level, eV: 1.12

Structure (XYZ):
```
14
C4H10 (the ωB97M-V functional and the def2-TZVPD basis)
C -3.30 -0.53 2.22
C -2.99 -0.92 1.00
H -2.93 0.40 2.61
H -3.98 -1.16 2.78
H -2.34 -0.39 0.31
H -3.37 -1.86 0.61
C 1.78 0.55 -0.69
C 2.91 0.55 -1.70
H 1.22 -0.39 -0.67
H 1.04 1.33 -0.89
H 2.20 0.74 0.30
H 2.64 0.52 -2.75
H 3.53 1.44 -1.55
H 3.59 -0.29 -1.56
```

---

--- x ---
The following is a DFT calculation (the ωB97M-V functional and the def2-TZVPD basis) of a molecular structure, C4H10.

Summary:
Gap between HOMO and LUMO, eV: 11.967
E_HOMO, eV: -10.7
LUMO level, eV: 1.23

Structure (XYZ):
```
14
C4H10 (the ωB97M-V functional and the def2-TZVPD basis)
C -1.66 -0.52 0.04
C -0.69 0.68 -0.32
C 0.61 0.53 0.41
C 1.56 -0.47 -0.19
H -2.03 -0.26 1.36
H -1.18 -1.45 -0.02
H -2.61 -0.52 -0.59
H -0.87 1.59 -0.13
H -0.60 0.79 -1.55
H 1.20 1.55 0.33
H 0.47 0.22 1.62
H 1.14 -1.30 -0.09
H 2.01 -0.21 -1.15
H 2.65 -0.64 0.28
```

---

--- y ---
The following is a DFT calculation (the ωB97M-V functional and the def2-TZVPD basis) of 3 unconnected molecules or ions with the total composition C4H10.

Summary:
Gap between HOMO and LUMO, eV: 7.383
E_HOMO, eV: -7.7
LUMO level, eV: -0.29

Structure (XYZ):
```
14
C4H10 (the ωB97M-V functional and the def2-TZVPD basis)
C 0.10 1.05 -0.98
C -0.35 0.75 0.30
C -1.52 0.06 0.60
C 1.48 -1.60 0.14
H 0.94 1.74 -1.04
H -0.11 0.40 -1.78
H 0.29 1.09 1.19
H 1.50 -1.23 1.20
H -1.79 -0.21 1.65
H -1.40 2.09 -0.66
H -2.13 -0.28 -0.27
H 1.99 -0.81 -0.53
H 2.03 -2.61 0.05
H 0.41 -1.70 -0.15
```

---

--- z ---
The following is a DFT calculation (the ωB97M-V functional and the def2-TZVPD basis) of a single C4H10 molecule.

Summary:
Gap between HOMO and LUMO, eV: 12.139
E_HOMO, eV: -10.9
LUMO level, eV: 1.24

Structure (XYZ):
```
14
C4H10 (the ωB97M-V functional and the def2-TZVPD basis)
C 1.92 0.11 0.06
C 0.53 -0.46 -0.04
C -0.56 0.61 -0.05
C -1.83 -0.14 0.04
H 2.15 0.69 1.00
H 1.90 0.83 -0.78
H 2.59 -0.81 -0.06
H 0.63 -0.89 -1.04
H 0.16 -1.27 0.62
H -0.48 1.15 0.84
H -0.46 1.30 -0.84
H -1.94 -0.47 1.21
H -2.84 0.44 -0.33
H -1.77 -1.10 -0.63
```

---

The least stable of them is y.

---

--- w ---
The following is a DFT calculation (the ωB97M-V functional and the def2-TZVPD basis) of 2 unconnected molecules or ions with the total composition CH5OS.

Summary:
Gap between HOMO and LUMO, eV: 6.634
E_HOMO, eV: -2.2
LUMO level, eV: 4.42
Total charge: -1

Structure (XYZ):
```
8
CH5OS (the ωB97M-V functional and the def2-TZVPD basis)
O 1.89 0.76 -1.06
H 1.75 0.02 -0.48
C -0.89 -0.30 0.58
S -0.82 -1.86 -0.17
H -0.01 0.50 0.61
H -1.70 0.31 0.09
H -1.17 -0.43 1.62
H 0.95 1.00 -1.18
```

---

--- x ---
The following is a DFT calculation (the ωB97M-V functional and the def2-TZVPD basis) of 2 unconnected molecules or ions with the total composition CH5OS.

Summary:
Gap between HOMO and LUMO, eV: 7.075
E_HOMO, eV: -2.8
LUMO level, eV: 4.27
Total charge: -1

Structure (XYZ):
```
8
CH5OS (the ωB97M-V functional and the def2-TZVPD basis)
S -1.39 0.74 -1.93
H -1.83 2.01 -1.96
C 0.83 -0.66 0.70
O -0.39 -0.05 1.10
H 1.32 -1.07 1.58
H 1.50 0.06 0.22
H 0.63 -1.47 0.00
H -0.67 0.44 0.29
```

---

The least stable of them is w.